1.
# C10H20BaO5

C10H20BaO5 as an isolated structure (the ωB97M-V functional and the def2-TZVPD basis, the OMol25 dataset).

Computed properties:
Spin multiplicity = 1
Gap between HOMO and LUMO = 11.4 eV
Charge = +2

Element x y z (Å)
Ba (0.70164, -1.33652, -1.06383)
O (1.80115, -0.64473, 1.04456)
O (-0.40218, -2.34622, 0.94977)
O (-0.61328, 0.16430, -2.55682)
O (-1.32414, 0.10128, 0.07119)
O (1.73017, 0.89261, -1.26034)
C (0.61520, -2.54521, 1.96499)
C (-1.84300, -0.41509, 1.32464)
C (-2.24655, 0.76556, -0.82658)
C (1.37402, -1.27024, 2.28539)
C (2.16837, 0.76090, 1.15080)
C (2.67347, 1.22839, -0.19443)
C (-1.73339, -1.91547, 1.33903)
C (0.87347, 1.95210, -1.77593)
C (-2.02698, 0.23922, -2.22246)
C (0.08783, 1.38509, -2.93618)
H (0.16537, -2.93677, 2.87718)
H (-2.41003, -2.36727, 0.61762)
H (1.27833, -3.31774, 1.57938)
H (1.29082, 1.31564, 1.48398)
H (0.23577, 2.31335, -0.96952)
H (-0.62081, 2.12220, -3.31160)
H (0.75054, 1.11535, -3.75348)
H (-3.27949, 0.56954, -0.53592)
H (-2.40903, -0.77435, -2.33203)
H (-2.08564, 1.84170, -0.76668)
H (0.76916, -0.55408, 2.83999)
H (-1.97622, -2.32327, 2.32065)
H (3.61432, 0.75205, -0.45486)
H (-2.54395, 0.86175, -2.95275)
H (-2.88368, -0.12176, 1.46342)
H (1.48772, 2.77824, -2.13468)
H (2.24456, -1.51977, 2.89081)
H (2.96536, 0.88370, 1.88533)
H (2.83983, 2.30456, -0.16807)
H (-1.26869, 0.04096, 2.12745)

Atomic partial charges in e from the Mulliken method, atoms 1 to 8: 1.994, -0.285, -0.400, -0.455, -0.188, -0.337, -0.745, -0.501

2.
# C10H20BeN4O7

C10H20BeN4O7 as an isolated structure (the ωB97M-V functional and the def2-TZVPD basis, the OMol25 dataset).

Computed properties:
Spin multiplicity = 1
Gap between HOMO and LUMO (spin up / spin down) = 7.2 / 6.5 eV
Energy above the lowest of the compared OMol25 structures with the same formula, charge and spin = 2.631 eV
Charge = 0

Element x y z (Å)
O (0.55287, 2.02495, 1.60924)
O (-0.73578, 1.90186, -3.38200)
O (-1.16493, 2.25096, -0.57937)
O (-1.50029, -2.52435, 0.92843)
O (-0.45174, -1.84667, -1.51372)
O (1.26656, 1.74761, -1.19775)
O (0.99367, -2.70998, 1.06449)
N (1.24026, 0.74827, -0.33083)
N (1.17268, -1.45317, 0.59343)
N (-1.02923, 1.03789, 0.09343)
N (-1.36723, -1.23477, 0.79374)
C (-2.33122, -0.44988, 1.31992)
C (-2.18161, 0.85924, 0.90204)
C (0.28395, 1.22290, 0.76640)
C (-0.58214, 0.50772, -3.04046)
C (2.51196, 0.27682, 0.08545)
C (3.57713, -1.71917, 1.22547)
C (-3.06589, 2.00380, 0.89880)
C (3.72031, 1.06221, -0.17200)
C (2.43148, -0.97960, 0.64051)
C (-3.41710, -1.03057, 2.14411)
Be (-0.06931, -0.56212, -0.22477)
H (0.43161, 0.28800, -2.67880)
H (-3.50312, 2.16653, -0.09539)
H (-3.88411, 1.84240, 1.61003)
H (0.02935, 2.14189, -3.92512)
H (3.98497, -1.17392, 2.08668)
H (-0.76610, -0.09142, -3.94769)
H (-3.88843, -1.88562, 1.64371)
H (-2.54996, 2.92408, 1.18462)
H (-0.32974, 2.37449, -1.11088)
H (3.51517, 2.13269, -0.27246)
H (4.38865, -1.82406, 0.49505)
H (3.25358, -2.71019, 1.55048)
H (4.43636, 0.93091, 0.65555)
H (-4.19409, -0.28560, 2.34928)
H (-0.02986, -2.79008, 1.14159)
H (4.23961, 0.72211, -1.08471)
H (0.28526, -2.22941, -2.02366)
H (-1.37871, 0.27912, -2.32965)
H (-3.01802, -1.37769, 3.10800)
H (-0.87682, -2.56819, -0.98120)

Atomic partial charges in e from the Mulliken method, atoms 1 to 8: -0.549, -0.529, -0.630, -0.896, -0.429, -1.082, -0.623, 1.843

3.
# C10H20Cl6O3

A 4-piece molecular cluster, C10H20Cl6O3 overall (the ωB97M-V functional and the def2-TZVPD basis, the OMol25 dataset).

Computed properties:
Spin multiplicity = 1
Gap between HOMO and LUMO = 11.2 eV
SMILES string = CCOC(=O)OC.ClCCCl.ClCCCl.ClCCCl
Charge = 0

Element x y z (Å)
Cl (-2.42706, -0.69183, -3.79596)
Cl (2.97968, 3.16923, 2.10858)
Cl (-3.62853, -0.07660, 1.89653)
Cl (-0.37535, 1.81373, 3.97074)
Cl (-0.54635, 0.56562, -1.21621)
Cl (-0.59070, 4.29123, 0.11873)
O (0.69967, -3.29190, 0.98846)
O (1.12870, -2.08695, -0.74609)
O (1.68979, -4.25425, -0.79364)
C (-0.94986, 1.38003, -2.69826)
C (1.28871, -2.06615, -2.18413)
C (0.48200, -4.49385, 1.68988)
C (-1.83029, 0.83937, 3.69126)
C (-2.36925, 1.05634, -3.19446)
C (1.44043, 2.97353, 1.23799)
C (2.44327, -1.16033, -2.51411)
C (0.56389, 4.21277, 1.46059)
C (-1.97286, 0.52302, 2.22319)
C (1.21791, -3.30476, -0.27479)
H (0.00233, 4.13331, 2.37017)
H (0.05857, -4.21606, 2.65361)
H (-1.82857, 1.46596, 1.65505)
H (-0.19697, -5.15074, 1.09189)
H (-0.22490, 0.96453, -3.40749)
H (2.43708, -0.22439, -1.98576)
H (1.42016, -3.08767, -2.56401)
H (-2.71160, 1.40107, 4.07373)
H (1.70199, 2.80551, 0.18963)
H (1.42594, -5.06162, 1.83641)
H (-3.12060, 1.03495, -2.40336)
H (0.92270, 2.08348, 1.63562)
H (-2.65477, 1.71416, -4.03310)
H (3.24759, -1.73872, -2.08650)
H (-0.82819, 2.45567, -2.56345)
H (-1.71350, -0.10579, 4.23024)
H (2.66584, -1.12573, -3.58395)
H (0.33012, -1.64164, -2.49657)
H (1.10097, 5.14748, 1.52603)
H (-1.27797, -0.25199, 1.89354)

Atomic partial charges in e from the Mulliken method, atoms 1 to 8: -0.220, -0.218, -0.209, -0.179, -0.062, -0.201, -0.286, -0.149

4.
# C10H20ErN3O5

C10H20ErN3O5 as an isolated structure (the ωB97M-V functional and the def2-TZVPD basis, the OMol25 dataset).

Computed properties:
Spin multiplicity = 4
Gap between HOMO and LUMO (spin up / spin down) = 11.5 / 11.5 eV
Charge = +2

Element x y z (Å)
Er (-0.33804, 0.05909, 0.72290)
O (-1.34266, 0.63450, 2.61724)
O (-0.46688, 2.35094, 0.55413)
O (-1.74983, -1.28177, 1.63364)
O (-2.87707, 1.05836, 0.43308)
O (-1.49227, 4.25801, 1.12084)
N (-0.00046, -2.03965, -0.50374)
N (0.73960, 0.50680, -1.45543)
N (2.00475, -0.54191, 0.94361)
C (0.40290, -1.89278, -1.93136)
C (-1.48838, 3.01268, 0.74298)
C (2.72237, 0.46383, 0.10126)
C (2.25768, -1.96326, 0.53195)
C (-3.46013, 0.36513, 1.58509)
C (2.23049, 0.46884, -1.33093)
C (0.98844, -2.76210, 0.34526)
C (0.20020, -0.48077, -2.43153)
C (-2.18022, -0.18405, 2.14703)
C (-2.87382, 2.47681, 0.50400)
H (-0.16382, -2.59062, -2.54590)
H (0.50426, -2.95473, 1.30386)
H (1.23668, -3.73645, -0.07908)
H (0.47779, 1.43104, -1.77884)
H (0.65896, -0.36520, -3.41504)
H (-4.11551, -0.41367, 1.21868)
H (-0.57424, 4.56696, 1.19965)
H (-0.86321, -0.26795, -2.55588)
H (2.59544, -0.40589, -1.86516)
H (2.87911, -2.44257, 1.28609)
H (-3.55269, 2.84705, 1.26875)
H (-3.20259, 2.88197, -0.45511)
H (2.66453, 1.32285, -1.84972)
H (-3.97350, 1.05531, 2.24785)
H (2.57776, 1.43958, 0.56757)
H (2.34875, -0.42773, 1.89034)
H (-0.86747, -2.56304, -0.45241)
H (2.85650, -1.94549, -0.37709)
H (1.44224, -2.20182, -2.02986)
H (3.79430, 0.26171, 0.09132)

Atomic partial charges in e from the Mulliken method, atoms 1 to 8: 1.234, -0.599, -0.621, -0.573, -0.431, -0.400, -0.137, -0.158